# 1
Below is C34H38Ge2N2O2SiW as an isolated structure, with properties calculated with wB97M-V/def2-TZVPD.

Structure (XYZ):
```
80
Properties=species:S:1:pos:R:3
W -0.635 -0.541 0.948
O 1.117 0.060 0.970
C 1.919 1.143 0.645
C 3.286 0.976 0.679
C 4.097 2.063 0.370
C 3.538 3.293 0.044
C 2.162 3.438 0.008
C 1.322 2.360 0.307
C -0.104 2.526 0.185
N -0.958 1.582 0.410
N -2.283 1.906 0.135
C -3.006 0.851 0.082
O -2.362 -0.364 0.320
C -4.424 0.797 -0.182
C -5.128 1.992 -0.376
C -6.481 1.947 -0.643
C -7.134 0.719 -0.720
C -6.437 -0.468 -0.531
C -5.081 -0.436 -0.262
H 3.708 0.007 0.914
H 5.172 1.942 0.371
H 4.175 4.130 -0.203
H 1.724 4.389 -0.270
H -0.490 3.485 -0.152
H -4.607 2.938 -0.326
H -7.032 2.863 -0.799
H -8.193 0.689 -0.936
H -6.952 -1.416 -0.603
H -4.532 -1.359 -0.130
C 4.159 -0.704 4.516
Ge 2.491 -1.677 4.333
C 2.466 -2.944 2.863
C 1.702 -2.276 6.000
Ge 0.805 0.141 3.670
C 0.952 2.027 3.784
C 2.300 2.429 3.731
C 2.635 3.771 3.776
C 1.632 4.722 3.908
C 0.295 4.336 3.997
C -0.049 3.000 3.933
C -1.078 -0.503 3.109
C -1.298 -1.827 3.630
C -2.476 -2.161 4.252
C -3.483 -1.201 4.380
C -3.324 0.096 3.881
C -2.149 0.443 3.261
H 4.092 0.097 5.250
H 4.512 -0.307 3.565
H 4.902 -1.422 4.872
H 3.268 -3.659 3.059
H 2.665 -2.464 1.905
H 1.530 -3.497 2.793
H 2.358 -3.048 6.406
H 0.714 -2.713 5.867
H 1.650 -1.466 6.727
H 3.093 1.693 3.654
H 3.673 4.075 3.736
H 1.889 5.771 3.967
H -0.474 5.084 4.135
H -1.088 2.727 4.050
H -0.517 -2.569 3.522
H -2.630 -3.161 4.635
H -4.411 -1.470 4.869
H -4.125 0.817 3.975
H -2.047 1.435 2.838
C -1.372 -5.549 -1.782
Si -0.111 -5.429 -0.428
C -0.460 -6.531 1.027
C 1.647 -5.507 -1.015
C -0.313 -3.648 0.249
C -0.451 -2.490 0.668
H -1.324 -6.548 -2.224
H -1.184 -4.828 -2.578
H -2.386 -5.404 -1.407
H -0.370 -7.573 0.713
H -1.473 -6.391 1.408
H 0.249 -6.375 1.841
H 1.846 -6.501 -1.423
H 2.358 -5.340 -0.203
H 1.843 -4.783 -1.807
```

HOMO energy (spin up / spin down) (eV): -16.1 / -16.1
Kohn-Sham gap (spin up / spin down) (eV): 5.83 / 5.87
Total charge: +3
Spin multiplicity: 2

Atom charges from the Mulliken analysis, given in e for atoms 1 to 2: W 1.039; O -0.257

=====

# 2
Below is C34H38NO7P4SSiV as an isolated structure, with properties calculated with wB97M-V/def2-TZVPD.

Structure (XYZ):
```
87
Properties=species:S:1:pos:R:3
V 1.637 -2.157 1.234
C 1.686 -2.713 -5.092
Si 0.405 -3.533 -3.995
C -0.178 -5.113 -4.835
C -1.082 -2.417 -3.802
C 1.219 -4.035 -2.371
C 1.790 -5.302 -2.286
C 2.373 -5.780 -1.117
C 2.346 -4.955 -0.011
N 1.822 -3.735 -0.064
C 1.305 -3.235 -1.210
S 0.845 -1.554 -1.051
H 1.261 -2.451 -6.067
H 2.540 -3.376 -5.260
H 2.059 -1.798 -4.625
H -0.678 -4.866 -5.777
H -0.895 -5.645 -4.204
H 0.639 -5.801 -5.069
H -1.706 -2.490 -4.700
H -0.780 -1.384 -3.674
H -1.688 -2.683 -2.933
H 1.769 -5.956 -3.153
H 2.819 -6.762 -1.062
H 2.760 -5.250 0.947
O 4.192 -1.065 3.733
P 4.068 -2.342 2.780
O 5.183 -3.271 2.962
O 3.641 -1.885 1.393
O 2.654 -3.066 3.360
P 1.236 -2.332 3.694
O 1.090 -2.320 5.276
O 0.194 -3.135 2.989
O 1.439 -0.937 3.150
H 3.386 -0.526 3.610
H 0.628 -3.113 5.591
C -1.536 3.360 0.298
C -1.783 2.805 1.707
P -0.653 1.397 2.169
C -0.941 1.386 3.976
C -2.244 1.316 4.472
C -2.483 1.200 5.834
C -1.421 1.142 6.726
C -0.122 1.199 6.243
C 0.116 1.322 4.882
C 0.952 2.277 2.018
C 1.976 1.668 1.293
C 3.187 2.322 1.080
C 3.383 3.593 1.591
C 2.373 4.211 2.326
C 1.170 3.558 2.535
P -0.962 2.078 -0.901
C -2.570 1.219 -1.162
C -3.695 1.818 -1.731
C -4.878 1.110 -1.863
C -4.956 -0.210 -1.424
C -3.849 -0.816 -0.855
C -2.659 -0.105 -0.728
C -0.819 3.058 -2.443
C -1.411 4.294 -2.694
C -1.221 4.939 -3.910
C -0.440 4.352 -4.896
C 0.166 3.127 -4.655
C -0.013 2.496 -3.433
H -0.752 4.123 0.333
H -2.446 3.846 -0.068
H -2.806 2.427 1.787
H -1.694 3.618 2.432
H -3.089 1.333 3.792
H -3.503 1.145 6.196
H -1.606 1.045 7.789
H 0.717 1.139 6.926
H 1.134 1.357 4.517
H 1.843 0.657 0.910
H 3.971 1.820 0.527
H 4.326 4.103 1.430
H 2.526 5.203 2.735
H 0.394 4.047 3.114
H -3.641 2.841 -2.089
H -5.742 1.585 -2.314
H -5.882 -0.762 -1.531
H -3.896 -1.842 -0.511
H -1.774 -0.564 -0.291
H -2.025 4.770 -1.938
H -1.685 5.902 -4.086
H -0.294 4.857 -5.844
H 0.792 2.666 -5.411
H 0.488 1.558 -3.226
```

HOMO energy (spin up / spin down) (eV): -4.4 / -5.3
Kohn-Sham gap (spin up / spin down) (eV): 6.86 / 7.77
Total charge: -1
Spin multiplicity: 4

Atom charges from the Mulliken analysis, given in e for atoms 1 to 2: V 0.023; C -1.037

=====

# 3
Below is C34H39AuBrN5S2 as an isolated structure in a non-equilibrium geometry, with properties calculated with wB97M-V/def2-TZVPD.

Structure (XYZ):
```
82
Properties=species:S:1:pos:R:3
Au -0.656 0.672 -0.062
Br -1.443 -4.322 -5.584
C -1.308 -3.491 -3.880
C -1.159 -4.274 -2.749
C -1.025 -3.675 -1.510
C -1.033 -2.278 -1.372
C -1.170 -1.519 -2.539
C -1.318 -2.110 -3.779
N -0.892 -1.609 -0.150
C -0.927 -2.259 0.944
C 0.013 -0.660 2.647
C 0.176 -0.435 4.026
C 0.932 0.616 4.473
C 1.539 1.451 3.533
C 1.253 1.230 2.212
N 0.477 0.233 1.758
H -1.138 -5.352 -2.832
H -0.885 -4.316 -0.649
H -1.146 -0.439 -2.458
H -1.431 -1.497 -4.662
H -1.264 -3.292 0.955
H -0.282 -1.110 4.733
H 1.058 0.789 5.533
H 2.191 2.259 3.834
H 1.650 1.874 1.439
C -4.011 -2.008 2.090
C -3.371 -1.754 3.463
C -3.002 -0.274 3.615
C -2.253 -2.742 3.807
C -2.546 -3.661 4.812
C -1.629 -4.613 5.212
C -0.397 -4.678 4.589
C -0.037 -3.790 3.579
C 1.341 -4.034 2.954
C 1.298 -4.308 1.446
C 2.410 -2.981 3.276
C -0.975 -2.803 3.222
N -0.621 -1.825 2.209
H -4.940 -1.442 2.008
H -4.237 -3.068 1.959
H -3.368 -1.677 1.279
H -4.148 -1.954 4.205
H -2.394 0.087 2.786
H -2.465 -0.101 4.549
H -3.913 0.323 3.624
H -3.514 -3.618 5.295
H -1.876 -5.313 6.000
H 0.307 -5.444 4.890
H 1.684 -4.958 3.424
H 1.079 -3.410 0.871
H 0.553 -5.072 1.214
H 2.271 -4.677 1.118
H 2.321 -2.101 2.642
H 3.398 -3.412 3.106
H 2.346 -2.666 4.317
S -2.282 2.010 -1.191
C -3.796 1.585 -0.372
C -4.116 2.111 0.880
C -5.303 1.759 1.505
C -6.186 0.880 0.895
C -5.884 0.372 -0.361
C -4.702 0.728 -0.996
H -3.429 2.800 1.356
H -5.538 2.175 2.479
H -7.106 0.596 1.392
H -6.572 -0.304 -0.855
H -4.467 0.338 -1.978
S 1.418 1.759 -1.391
C 1.377 3.335 -0.771
N 2.529 3.936 -0.408
C 2.594 5.302 0.086
C 1.319 5.588 0.864
C 0.127 5.330 -0.044
N 0.231 3.997 -0.617
H 3.367 3.403 -0.557
H 2.692 6.008 -0.746
H 3.470 5.402 0.726
H 1.313 6.615 1.228
H 1.264 4.910 1.719
H 0.087 6.079 -0.842
H -0.805 5.389 0.517
H -0.623 3.483 -0.831
```

HOMO energy (eV): -6.3
Kohn-Sham gap (eV): 6.36

Atom charges from the Mulliken analysis, given in e for atoms 1 to 2: Au 0.660; Br -0.215